Run a
The following is a DFT calculation (the ωB97M-V functional and the def2-TZVPD basis) of 2 unconnected molecules or ions with the total composition C5H12O2.

HOMO: -0.3587 hartree
SMILES string: CCC(=O)CC.O
Kohn-Sham gap: 10.4 eV
LUMO level: 0.639 eV

Cartesian coordinates (Å):
O 1.29678 1.46370 2.02600
C 0.74386 2.18637 1.15261
C 0.00000 0.00000 0.00000
C 1.96666 4.24326 2.02801
C -0.13156 1.53426 0.10053
C 0.96965 3.69775 1.03449
H 1.05500 -0.31462 -0.06777
H -0.55487 -0.44573 -0.84265
H -0.42240 -0.38614 0.94291
H 2.05783 5.30484 1.74281
H 2.96089 3.77180 1.95157
H 1.63103 4.18843 3.07727
H 0.08062 1.94399 -0.90572
H -1.15093 1.85696 0.38725
H 1.38321 3.72076 0.00790
H 0.01767 4.26265 1.02657
O -2.27512 3.49882 1.12846
H -1.72505 3.26266 1.90943
H -2.35298 2.66145 0.61757

---

Run b
The following is a DFT calculation (the ωB97M-V functional and the def2-TZVPD basis) of 2 unconnected molecules or ions with the total composition C5H12O2.

HOMO: -0.2926 hartree
SMILES string: C/C=C(/O)CCO.[H][H]
Kohn-Sham gap: 8.6 eV
LUMO level: 0.599 eV

Cartesian coordinates (Å):
C 2.54072 -1.16993 0.49298
C 1.75230 0.04522 0.88324
C 0.48824 0.36469 0.58719
O 0.00333 1.54396 1.07378
C -0.40930 -0.41564 -0.35920
C -1.92405 -0.37608 -0.13135
O -2.38238 0.96270 0.08903
H 3.44953 -0.89369 -0.05791
H 2.87120 -1.71482 1.38673
H 1.98250 -1.87232 -0.13409
H -0.46769 1.83410 -2.77073
H 2.27758 0.78442 1.48552
H -0.12262 -1.47196 -0.33711
H -0.93702 1.61343 0.83690
H -0.20921 -0.06859 -1.37827
H -0.90251 1.85519 -2.16849
H -2.20650 -1.01470 0.71461
H -2.41662 -0.76855 -1.03163
H -3.20045 0.92820 0.59933

---

Of them, run a has the highest stability.

---

Run a
The following is a DFT calculation (the ωB97M-V functional and the def2-TZVPD basis) of 2 unconnected molecules or ions with the total composition C5H12O2.

HOMO: -0.3632 hartree
SMILES string: C=C[C@H](O)CC.O
Kohn-Sham gap: 10.7 eV
LUMO level: 0.846 eV

Cartesian coordinates (Å):
C 2.58847 -0.31255 0.57226
C 1.40439 0.12275 -0.28688
C 0.16089 -0.73286 -0.00800
O -0.32705 -0.54307 1.30203
C -0.91749 -0.55342 -1.05876
C -2.22222 -0.58410 -0.79121
O -1.61893 2.02668 0.73198
H 3.45521 0.34122 0.43140
H 2.31270 -0.30337 1.63089
H 2.89477 -1.33439 0.31576
H 1.66647 0.04858 -1.35106
H 1.15875 1.17713 -0.09384
H 0.47120 -1.78781 -0.04914
H -0.65929 0.37379 1.35485
H -0.57497 -0.41828 -2.08567
H -1.63929 1.58400 -0.12972
H -2.56650 -0.74550 0.22851
H -2.97318 -0.48049 -1.56983
H -2.54150 2.00693 1.01939

---

Run b
The following is a DFT calculation (the ωB97M-V functional and the def2-TZVPD basis) of 2 unconnected molecules or ions with the total composition C5H12O2.

HOMO: -0.3561 hartree
SMILES string: C1CCOC1.CO
Kohn-Sham gap: 10.6 eV
LUMO level: 0.870 eV

Cartesian coordinates (Å):
C -0.70071 0.57431 0.42332
C -0.86233 1.32847 1.76146
O 0.41372 1.34977 2.38485
C 1.23457 0.37685 1.76347
C 0.81884 0.39279 0.29602
O -0.14274 -2.11770 -1.54460
C -0.14937 -1.35692 -2.73552
H -0.79395 -1.72866 -0.94770
H -1.14747 1.11293 -0.41835
H -1.19612 -0.40256 0.49707
H -1.59411 0.82217 2.40716
H -1.18713 2.36659 1.62640
H 2.27667 0.66079 1.93695
H 1.06563 -0.62146 2.20262
H 1.27285 1.25241 -0.20975
H 1.08764 -0.52059 -0.24284
H 0.66007 -1.74089 -3.36075
H 0.03608 -0.28833 -2.54791
H -1.09215 -1.45996 -3.29188

---

Of them, run a has the highest stability.

---

Run a
The following is a DFT calculation (the ωB97M-V functional and the def2-TZVPD basis) of a single C5H12O2 molecule.

HOMO: -0.3617 hartree
SMILES string: CC[C@@H](O)CCO
Kohn-Sham gap: 10.7 eV
LUMO level: 0.834 eV

Cartesian coordinates (Å):
C 2.59521 -0.56415 0.56347
C 1.60657 0.03850 -0.43171
C 0.17534 -0.20597 0.03384
O 0.04665 0.34376 1.33553
C -0.89081 0.33561 -0.92010
C -2.29903 0.05937 -0.40983
O -2.55840 0.91525 0.70842
H 3.63389 -0.35383 0.29113
H 2.40553 -0.15760 1.56081
H 2.47119 -1.65293 0.61809
H 1.75208 -0.39008 -1.43264
H 1.76201 1.12279 -0.51127
H 0.02528 -1.30069 0.09968
H -0.77048 0.86213 1.35385
H -0.76853 -0.12461 -1.90886
H -0.77219 1.42035 -1.04878
H -2.38114 -0.99680 -0.11518
H -3.04979 0.24880 -1.18782
H -2.98339 0.40010 1.40139

---

Run b
The following is a DFT calculation (the ωB97M-V functional and the def2-TZVPD basis) of a single C5H12O2 molecule.

HOMO: -0.3659 hartree
SMILES string: CC[C@@H](O)CCO
Kohn-Sham gap: 10.9 eV
LUMO level: 0.986 eV

Cartesian coordinates (Å):
C -0.93236 1.56264 1.89373
C -1.21744 0.28518 1.10465
C -0.19149 0.19473 -0.02411
O 1.13423 0.33643 0.50194
C -0.23871 -1.00998 -0.96000
C 0.95596 -0.91962 -1.91541
O 2.15731 -1.39981 -1.32341
H -1.59867 1.70149 2.74866
H 0.10224 1.53824 2.24461
H -1.02846 2.43592 1.23604
H -2.23245 0.30613 0.68359
H -1.15977 -0.59986 1.75403
H -0.34244 1.08525 -0.65193
H 1.46077 -0.55372 0.69499
H -1.17673 -1.01570 -1.53068
H -0.19333 -1.95965 -0.40678
H 1.07440 0.13379 -2.20644
H 0.78744 -1.49831 -2.82783
H 2.63950 -0.62315 -1.01566

---

Run c
The following is a DFT calculation (the ωB97M-V functional and the def2-TZVPD basis) of 2 unconnected molecules or ions with the total composition C5H12O2.

HOMO: -0.3217 hartree
SMILES string: CC/C=C(\C)O.O
Kohn-Sham gap: 9.5 eV
LUMO level: 0.760 eV

Cartesian coordinates (Å):
C -2.03862 -0.83343 -1.05719
C -0.72137 -1.15902 -0.34970
C 0.34628 -0.13893 -0.65986
O -1.30263 2.24467 0.38576
C 1.37799 0.20860 0.11771
C 1.70473 -0.36243 1.46807
O 2.27762 1.12275 -0.37089
H -2.40172 0.15281 -0.74785
H -1.90417 -0.82427 -2.14586
H -2.80504 -1.57978 -0.82287
H -0.90080 -1.20971 0.73224
H -0.38384 -2.16136 -0.65009
H 0.29666 0.34398 -1.63701
H -1.14000 2.72342 -0.43597
H -0.62187 1.55510 0.36446
H 2.54984 -1.05631 1.38544
H 1.98831 0.42696 2.17666
H 0.85933 -0.90816 1.89219
H 2.81930 1.45510 0.35476

---

Of them, run a has the highest stability.

---

Run a
The following is a DFT calculation (the ωB97M-V functional and the def2-TZVPD basis) of a molecular structure, C5H12O2.

HOMO: -0.3758 hartree
Kohn-Sham gap: 10.9 eV
LUMO level: 0.701 eV

Cartesian coordinates (Å):
C 2.25847 0.13724 1.32055
C 0.83228 0.63178 1.06980
C 0.26573 0.14412 -0.23742
O 0.09666 -1.69181 -0.01588
C -1.17736 0.39162 -0.53036
C -1.61818 -0.04497 -1.93367
O -2.01269 0.01255 0.50622
H 2.30676 -0.95660 1.30426
H 2.94871 0.50953 0.55208
H 2.61813 0.48499 2.29538
H 0.14567 0.33772 1.87358
H 0.83544 1.73369 1.05711
H 0.92843 0.31705 -1.10605
H 0.03858 -1.90656 0.93614
H -1.12177 1.51582 -0.51425
H -1.51928 -1.12840 -2.06609
H -2.66755 0.23076 -2.08713
H -1.00940 0.44934 -2.70385
H -1.78446 -1.21682 0.42659

---

Run b
The following is a DFT calculation (the ωB97M-V functional and the def2-TZVPD basis) of a molecular structure, C5H12O2.

HOMO (alpha / beta): -0.2447 / -0.2446 hartree
Kohn-Sham gap (alpha / beta): 7.4 / 7.4 eV
LUMO level (alpha / beta): 0.760 / 0.760 eV

Cartesian coordinates (Å):
C 2.04256 -0.63640 1.32295
C 0.77232 1.29494 0.90933
C 0.30585 0.59470 -0.27071
O 0.95327 -0.82567 -0.19260
C -1.19382 0.30226 -0.40865
C -1.56017 -0.21604 -1.79273
O -1.49056 -0.67997 0.58915
H 2.23997 -1.70967 1.16413
H 2.90926 -0.03961 1.06154
H 1.65213 -0.45917 2.31871
H 0.05581 1.45180 1.71995
H 1.46627 2.12679 0.76843
H 0.70813 0.97462 -1.21261
H 0.24462 -1.37177 0.20368
H -1.75653 1.22153 -0.18761
H -0.95395 -1.09356 -2.04424
H -2.61941 -0.49798 -1.84140
H -1.38351 0.55410 -2.55075
H -2.39223 -0.99089 0.44342

---

Of them, run a has the highest stability.

---

Run a
The following is a DFT calculation (the ωB97M-V functional and the def2-TZVPD basis) of 4 unconnected molecules or ions with the total composition C3H14NO4.

HOMO: -0.1702 hartree
total charge: -1
Kohn-Sham gap: 8.4 eV
LUMO level: 3.812 eV

Cartesian coordinates (Å):
C 0.44202 -2.00466 -1.56394
C 0.33304 -2.18777 -0.04690
C -0.64292 -1.13779 0.52358
O -0.29502 0.15313 0.47814
N 1.39930 -0.84371 -2.03267
H -0.58617 -1.88048 -1.97470
H 0.91868 -2.90735 -1.90158
H 0.04443 -3.18963 0.16686
H 1.27842 -1.89784 0.43171
H -0.89408 -1.58514 1.51069
H -1.55125 -1.32416 -0.11462
H 0.90609 -0.17182 -1.33534
H 0.98136 -0.51652 -2.92234
H -2.11636 1.10868 -1.91447
H -1.11294 1.10170 -0.63713
O -1.41139 1.56871 -1.47356
H 0.41751 2.46206 1.56672
H 0.77324 2.40874 0.05182
O 0.76860 2.95316 0.82978
H -0.91135 1.23704 3.20362
H -0.17255 0.51282 1.98652
O -0.14338 0.68919 3.01942

---

Run b
The following is a DFT calculation (the ωB97M-V functional and the def2-TZVPD basis) of 4 unconnected molecules or ions with the total composition C3H14NO4.

HOMO: -0.1689 hartree
total charge: -1
Kohn-Sham gap: 8.5 eV
LUMO level: 3.857 eV

Cartesian coordinates (Å):
C 2.36478 -0.01404 0.83616
C 1.07434 0.03160 0.00206
C -0.19745 -0.00412 0.89517
O -1.34693 -0.01750 0.15110
N 3.60603 -0.03891 0.06507
H 2.29567 -0.87652 1.48538
H 2.37172 0.90095 1.41923
H 1.02680 1.00464 -0.49743
H 1.02419 -0.74169 -0.76478
H -0.16555 0.92219 1.46720
H -0.10827 -0.91417 1.48830
H 3.79443 0.81244 -0.42939
H 3.58621 -0.80248 -0.59062
H -2.23856 -1.28674 -2.31515
H -1.12275 -0.99388 -1.21225
O -1.32866 -1.45515 -2.07799
H -1.32205 1.77959 -2.07782
H -1.58038 1.30549 -0.67337
O -1.60518 2.15865 -1.23808
H -4.12526 -0.83068 1.18690
H -2.61536 -0.37384 1.13552
O -3.38773 -0.56581 1.74480

---

Of them, run b has the highest stability.